(1)
Here is 8 unconnected molecules or ions with the total composition C17H45F3O9 from the Open Molecules 2025 dataset. Energies are from ωB97M-V with the def2-TZVPD basis set.

```
74
Properties=species:S:1:pos:R:3
C 12.89559 24.57144 14.05259
O 13.43754 23.36896 13.41727
O 12.76312 24.40856 15.30658
C 13.80960 25.78441 13.64510
F 13.54531 26.27172 12.38796
F 13.63751 26.83708 14.47108
F 15.14516 25.54047 13.65594
C 13.53497 23.40377 12.01017
C 13.97050 22.01570 11.55147
H 14.38922 22.08933 10.54306
H 14.69261 21.64319 12.27690
H 13.13261 21.31857 11.53221
H 14.31980 24.11065 11.70855
H 12.56291 23.69419 11.58756
H 11.91338 24.82896 13.56256
C 10.11867 21.47942 12.48749
O 10.06962 20.61459 13.57489
H 10.85037 21.10309 11.74012
H 9.11117 21.58776 12.01501
H 10.41849 22.49898 12.79569
C 6.64552 17.30316 12.07108
C 7.86009 18.20254 12.07187
O 8.26511 18.49865 13.37960
H 5.73199 17.72740 12.48855
H 6.87089 16.39587 12.64003
H 6.43058 16.98200 11.04544
H 7.64917 19.12468 11.50259
H 8.66085 17.73487 11.47554
H 8.93521 19.22461 13.25909
C 12.59333 16.97028 11.37430
C 11.39955 17.69878 11.96458
O 11.83795 18.44803 13.08268
H 12.33201 16.33587 10.52225
H 13.03775 16.35287 12.15891
H 13.34609 17.67742 11.02317
H 10.60665 16.99634 12.24818
H 10.99962 18.39366 11.21600
H 11.32478 19.29233 13.06495
C 11.74422 15.89543 16.01326
C 10.60113 16.89163 15.86754
O 11.10016 18.20245 15.80350
H 11.40977 14.86632 16.20862
H 12.40485 16.19963 16.82835
H 12.36163 15.81567 15.11534
H 9.84258 16.79328 16.64670
H 10.07371 16.68116 14.92398
H 11.38013 18.37069 14.88590
C 6.12341 21.26876 13.67727
C 5.98379 22.73304 13.32590
O 5.83840 23.51846 14.52676
H 6.96739 21.07171 14.33681
H 6.25554 20.73842 12.73252
H 5.23925 20.93982 14.22948
H 5.13275 22.89928 12.65684
H 6.87968 23.11833 12.83713
H 4.95179 23.88274 14.54758
C 9.84566 25.44935 11.20070
C 10.83604 25.96144 10.19292
O 10.13606 26.32034 8.97550
H 10.33310 25.39860 12.17884
H 9.51483 24.43191 10.99276
H 9.00514 26.12657 11.35921
H 11.60842 25.22151 9.97125
H 11.34599 26.85337 10.56856
H 10.70944 26.91587 8.48760
C 6.86632 21.99076 9.78655
C 7.89023 23.08498 9.88051
O 7.61425 23.98135 8.78817
H 7.00745 21.07981 10.36747
H 6.68976 21.62970 8.76963
H 5.89726 22.40612 10.08539
H 8.92184 22.73699 9.77089
H 7.84786 23.63099 10.82480
H 8.17879 24.75852 8.84658
```

## Properties
frontier orbital gap: 0.2053 hartree
maximum force: 1.38 eV/A
2S+1: 1
charge: -2

---

(2)
Here is a molecular structure, C11H26FeN2O2P2S from the Open Molecules 2025 dataset. Energies are from ωB97M-V with the def2-TZVPD basis set.

```
45
Properties=species:S:1:pos:R:3
Fe 0.08271 -0.04410 0.24502
P 1.49824 -1.55065 -0.54471
P -0.78620 -1.04427 1.96332
N 0.18445 0.83076 -1.57886
N -1.41110 1.22550 0.27458
H -0.74115 2.31415 -2.73726
H -1.44497 3.27963 -0.24125
H 0.39562 2.94190 -1.50591
C -0.35814 2.16254 -1.71529
H -2.46384 2.21388 -1.26689
C -1.50392 2.29044 -0.72309
H 1.49654 1.06159 -3.20715
H -3.05850 1.88963 1.35479
C 1.12727 0.39742 -2.41417
C -2.26299 1.13825 1.29278
C 1.58919 -0.91014 -2.22172
C -2.12887 0.10484 2.20996
H 2.35786 -1.29339 -2.88799
H -2.83096 0.01930 3.03019
H -1.42471 -2.30291 1.86299
H -0.09510 -1.05733 3.19132
H 1.22669 -2.93089 -0.77974
H 2.84417 -1.56519 -0.03356
H -2.78751 -0.36149 -1.30375
C -2.70242 -1.34933 -1.78119
C -3.30898 -2.41030 -0.87735
C -3.45791 -1.34377 -3.09552
O -1.32628 -1.74013 -1.92633
H -4.40375 -2.30789 -0.85236
H -3.04837 -3.40430 -1.26571
H -2.93081 -2.32330 0.14410
H -3.24761 -0.45108 -3.69406
H -3.21824 -2.24295 -3.67176
H -4.53774 -1.34196 -2.90068
H -0.64521 -1.01537 -2.14240
C 2.88822 0.91086 2.90382
S 1.70172 2.18313 2.39347
C 2.80943 3.60069 2.49203
O 1.47561 2.01942 0.90381
H 3.72158 0.86854 2.18155
H 2.36978 -0.06044 2.96130
H 3.23342 1.20404 3.90841
H 3.63207 3.44019 1.78273
H 2.22228 4.47600 2.19359
H 3.16965 3.71960 3.52017
```

## Properties
frontier orbital gap (spin up / spin down): 0.2865 / 0.1620 hartree
maximum force: 2.68 eV/A
2S+1: 6
charge: +1

---

(3)
Here is 2 unconnected molecules or ions with the total composition C6H12O from the Open Molecules 2025 dataset. Energies are from ωB97M-V with the def2-TZVPD basis set.

```
19
Properties=species:S:1:pos:R:3
O 0.75996 -0.49698 -1.20370
C -0.62860 -0.70732 -1.18732
C -1.31714 -0.41140 0.12303
C -2.75991 -0.00311 0.05082
C -1.71794 1.00277 0.44766
H 0.99347 0.33977 -0.77379
H -1.11575 -0.11855 -1.98106
H -0.75818 -1.76631 -1.43592
H -1.02229 -1.03866 0.96338
H -3.19374 0.08736 -0.94264
H -3.45040 -0.36705 0.80518
H -1.46394 1.78380 -0.26566
H -1.69104 1.32030 1.48626
C 3.06076 0.70474 0.33478
C 2.74605 -0.58379 0.42279
H 3.66030 1.08360 -0.48937
H 2.72211 1.42737 1.07283
H 2.10986 -0.97057 1.21589
H 3.04804 -1.30362 -0.33243
```

## Properties
SMILES: OCC1CC1.C=C
frontier orbital gap: 0.3949 hartree
maximum force: 0.46 eV/A
2S+1: 1

---

(4)
Here is a molecular structure, C22H15ClEuN8O2S2Se2 from the Open Molecules 2025 dataset. Energies are from ωB97M-V with the def2-TZVPD basis set.

```
53
Properties=species:S:1:pos:R:3
Eu -0.49296 -0.22841 0.26417
N -3.18509 2.58830 0.15894
C -3.05476 1.90290 -1.02129
N -2.73527 0.62321 -1.07129
C -2.67336 0.23045 -2.40953
C -2.87672 1.23017 -3.30413
S -3.35483 2.70663 -2.51068
C -2.26339 -1.13199 -2.66959
C -2.75297 -1.95360 -3.64315
S -1.78697 -3.41198 -3.75639
C -0.84215 -2.83282 -2.39542
N -1.16263 -1.57473 -1.98773
N 0.15132 -3.57049 -1.87328
H -2.64636 2.04150 0.84606
H -2.91182 3.58942 0.14439
H -2.79755 1.16261 -4.40282
H -3.54728 -1.79475 -4.34354
H 0.46871 -4.35387 -2.36767
H 0.67328 -3.18377 -1.04959
N -1.87436 -1.93014 1.27328
C -2.85941 -2.60158 1.43121
N -3.95432 -3.28362 1.48930
C -4.17146 -3.86082 2.67645
N -4.42443 -4.33670 3.70566
Cl 7.65733 -3.10682 1.77097
C 6.00400 -2.59448 1.36735
C 5.31108 -3.18725 0.36630
C 4.01538 -2.81284 0.19644
C 3.39068 -1.89322 1.05854
C 4.17698 -1.25645 2.04616
C 5.46749 -1.62797 2.22927
C 1.98599 -1.39927 0.86653
O 1.61042 -0.38607 1.49514
O 1.18688 -2.03103 0.14592
H 5.72121 -3.98679 -0.22042
H 3.43423 -3.33674 -0.57096
H 3.72008 -0.44373 2.62419
H 6.08672 -1.23735 3.03851
Se 1.00165 1.48276 -4.43343
C 0.78630 1.28820 -2.68243
N 0.62149 1.09750 -1.53966
Se -1.30525 1.15377 2.61316
C -0.72204 2.91321 2.08311
C -1.26095 3.99906 2.76293
C -1.08496 5.26639 2.25470
C -0.49234 5.43414 0.99269
C 0.10870 4.36086 0.37224
C 0.10196 3.11502 1.01254
H -1.81072 3.81013 3.64892
H -1.54050 6.09431 2.78572
H -0.42686 6.44463 0.56285
H 0.54928 4.43283 -0.59968
H 0.78054 2.38130 0.56906
```

## Properties
frontier orbital gap (spin up / spin down): 0.2410 / 0.2732 hartree
maximum force: 2.88 eV/A
2S+1: 7
charge: -1

---

(5)
Here is 10 unconnected molecules or ions with the total composition C6H29NO10 from the Open Molecules 2025 dataset. Energies are from ωB97M-V with the def2-TZVPD basis set.

```
46
Properties=species:S:1:pos:R:3
C -0.51641 1.16803 1.90218
C -0.94360 0.46090 0.65091
O -1.59047 -0.53155 0.66925
N -0.77392 1.20038 -0.47985
C 0.22165 2.20632 -0.75602
C 0.11835 2.64875 -2.28574
C -1.25779 1.98062 -2.72026
C -1.67755 0.93078 -1.60775
H -1.28921 0.92140 2.74582
H 0.39815 0.82856 2.38349
H -0.76606 2.19048 1.94804
H 1.14356 1.77086 -0.57173
H 0.04422 3.17278 -0.21999
H 1.01278 2.34918 -2.87749
H 0.16460 3.77876 -2.39596
H -2.01627 2.74858 -2.39959
H -1.29063 1.80377 -3.86673
H -1.72685 -0.10907 -2.07528
H -2.75165 1.05827 -1.18612
O 1.18062 2.74745 3.76976
H 1.19884 1.79385 4.12574
H 0.94268 2.78253 2.84052
O 3.24941 -2.56031 -2.26257
H 2.37551 -3.00754 -2.37983
H 3.70125 -2.96603 -1.45496
O -1.44631 -2.43778 -1.71035
H -1.72786 -2.00058 -0.86987
H -2.14784 -2.96913 -2.02982
O 1.64772 -0.74253 3.32976
H 0.86084 -0.83466 3.89245
H 1.47621 -1.11045 2.46135
O 1.07106 -0.90576 -1.99506
H 1.33046 -1.80435 -1.91760
H 0.17236 -0.97649 -1.60352
O 3.40312 -0.00295 -1.37650
H 2.46026 0.21082 -1.50243
H 3.55337 -0.53132 -2.13464
O -2.28835 -3.29242 1.14602
H -1.72127 -2.65906 1.63123
H -3.02439 -3.67768 1.64572
O -3.17170 -0.60699 2.90238
H -2.67924 -0.98650 2.13534
H -3.64361 -1.42918 3.03573
O 2.03209 -1.01796 0.76461
H 1.72860 -0.99825 -0.05374
H 2.96327 -0.59454 0.75312
```

## Properties
SMILES: CC(=O)N1CCCC1.O.O.O.O.O.O.O.O.O
frontier orbital gap: 0.3603 hartree
maximum force: 7.56 eV/A
2S+1: 1

---

(6)
Here is a molecular structure, C27H47AlBeBr2Cl2F4N3O6Si2 from the Open Molecules 2025 dataset. Energies are from ωB97M-V with the def2-TZVPD basis set.

```
95
Properties=species:S:1:pos:R:3
C -2.06121 5.57750 -4.04187
C -0.55857 5.19676 -4.01348
C -0.14539 4.72323 -5.40637
C -0.27616 4.27534 -2.79689
C 0.19120 2.82105 -3.05269
C 1.40188 2.54962 -2.18113
C 2.61481 3.10667 -2.62187
O 2.67210 3.84678 -3.78288
C 3.75620 2.95693 -1.87455
C 3.66604 2.23928 -0.66706
C 2.50814 1.64804 -0.21241
O 2.42368 0.99682 0.95865
C 2.73470 -0.43097 0.97433
C 3.86376 -0.76804 1.93996
N 3.37574 -1.65868 2.99380
C 2.69430 -2.85109 2.49429
C 3.44131 -3.69605 1.46363
C 4.59323 -4.48471 2.09213
O 2.50851 -4.67111 0.95611
C 1.35142 1.80788 -1.00864
C 0.10130 1.12911 -0.49622
O -0.59616 0.34925 -1.46872
C -0.15526 -0.91806 -1.66882
F -0.31111 -1.16300 -2.98911
F -0.85025 -1.81850 -1.02048
F 1.13704 -1.08656 -1.39617
C 5.01377 2.31592 -0.08277
O 5.59984 1.73550 0.82347
N 5.72450 3.27198 -0.79096
C 5.15237 3.44553 -2.09403
O 5.69727 3.82678 -3.07676
H -2.74186 4.76238 -3.81457
H -2.08771 6.41450 -3.15267
H -2.26525 6.03462 -5.00087
H -0.03378 6.13752 -3.83065
H -0.65179 5.32837 -6.15871
H -0.43969 3.69174 -5.59203
H 0.92770 4.85571 -5.56010
H -1.18469 4.22226 -2.19531
H 0.44517 4.77200 -2.15083
H -0.61395 2.13924 -2.80950
H 0.49790 2.60736 -4.07296
H 2.54752 3.23589 -4.52031
H 1.80355 -0.92098 1.26483
H 2.94616 -0.77235 -0.03659
H 4.71738 -1.14740 1.36367
H 4.18114 0.15830 2.41552
H 4.16384 -1.89466 3.58351
H 2.53305 -3.50261 3.36151
H 1.68841 -2.55793 2.15326
H 3.76147 -3.14034 0.58246
H 5.16387 -4.92545 1.27608
H 4.13987 -5.31614 2.62860
H 5.22378 -3.87699 2.73912
H 1.87321 -4.80857 1.66638
H 0.37949 0.56475 0.39044
H -0.60585 1.88143 -0.14778
H 6.69269 2.95828 -0.87198
Be 7.34278 3.01710 1.11574
C -5.10962 -2.57761 6.14527
Si -5.14385 -2.95015 4.25836
C -5.17817 -1.29913 3.38848
C -6.74417 -3.85369 3.90213
N -3.73915 -3.86955 3.89620
Si -3.33892 -4.40479 2.27451
C -3.09455 -2.99115 1.09022
C -4.63289 -5.57549 1.57641
C -1.72088 -5.33582 2.36573
H -6.09586 -1.91815 6.37628
H -5.15415 -3.47091 6.77191
H -4.23651 -1.99303 6.45033
H -5.94838 -0.65877 3.82917
H -5.41139 -1.41054 2.33016
H -4.21915 -0.78721 3.48099
H -6.72779 -4.87108 4.29759
H -6.93247 -3.90055 2.83006
H -7.58339 -3.32764 4.36523
H -4.03265 -2.51020 0.80090
H -2.62443 -3.36908 0.18131
H -2.43161 -2.23679 1.52305
H -4.89565 -6.35628 2.29336
H -4.22791 -6.05630 0.68381
H -5.54702 -5.05565 1.28575
H -1.80132 -6.20768 3.02549
H -0.92333 -4.68687 2.73593
H -1.43666 -5.68939 1.37380
Br -7.45579 -1.46772 7.30340
Al -3.18516 -4.75954 5.80306
F -0.11715 -1.89866 1.78412
C 3.12108 6.81357 -7.54625
Cl 2.12094 6.29460 -8.90532
Cl 2.87526 5.78729 -6.12203
H 4.16333 6.75621 -7.83519
H 2.85585 7.83089 -7.28626
Br -3.11990 7.81559 -3.30673
```

## Properties
frontier orbital gap: 0.0461 hartree
maximum force: 3.18 eV/A
2S+1: 1
charge: +1

---

(7)
Here is a molecular structure, C12H29CeClI2NOP2 from the Open Molecules 2025 dataset. Energies are from ωB97M-V with the def2-TZVPD basis set.

```
49
Properties=species:S:1:pos:R:3
I 0.67271 -3.19006 0.20435
I 1.83145 1.87248 -2.05618
Ce 1.25880 -0.66698 -0.93350
P 3.21484 -0.37115 0.73413
C 2.52041 0.40256 2.14799
C 3.92215 -1.92482 1.16417
H 4.81258 -1.66747 1.72678
H 5.30612 0.54578 0.76423
H 4.18502 -2.51647 0.27148
H 4.81358 0.25556 -0.94036
H 1.72754 -0.22214 2.60466
H 3.22733 -2.52587 1.77472
C 4.49498 0.62308 0.04936
H 3.34227 0.52579 2.85116
H 4.16914 1.67054 -0.06915
H 2.08596 1.38993 1.90043
P -0.11801 -1.30348 -3.02610
C -1.76185 -0.79887 -2.68091
C 0.49500 -0.49468 -4.46576
H 0.98510 -3.41458 -3.33503
H -0.51125 -3.15927 -4.29910
H -0.60614 -3.59640 -2.55205
C -0.05124 -3.03875 -3.32513
H 1.57772 -0.65477 -4.59514
H -0.05866 -0.94662 -5.28132
H -2.34245 -1.07080 -3.56354
H -1.82715 0.28752 -2.51013
H 0.31714 0.59321 -4.42016
H -2.16599 -1.31487 -1.79226
Cl 3.24398 -1.76390 -2.41543
O -0.36084 0.37536 0.09138
C -1.20012 1.02655 0.85386
C -2.54904 1.41701 0.27995
C -3.72477 0.79004 1.02131
C -4.04333 1.49510 2.34890
C -2.95914 1.42630 3.42837
C -1.63577 2.13116 3.05110
N -0.86118 1.32069 2.07280
H -2.61439 2.49720 0.24811
H -2.58754 1.05290 -0.76276
H -4.59202 0.91505 0.39630
H -3.56221 -0.28217 1.16443
H -4.25031 2.54330 2.13645
H -4.93142 1.04787 2.75132
H -3.33489 1.94975 4.28152
H -2.74777 0.39366 3.71736
H -1.82793 3.11139 2.61356
H -1.05493 2.24051 3.92979
H 0.07651 1.02384 2.44403
```

## Properties
frontier orbital gap: 0.1501 hartree
maximum force: 3.02 eV/A
2S+1: 1
charge: +3

---

> Look up the 2S+1 of the fifth one.

1

---

> Among the records above, which one has the highest 2S+1?

C22H15ClEuN8O2S2Se2

---

> Which value of 2S+1 does entry 5 give?

1

---

> 2S+1 of number 7 (C12H29CeClI2NOP2)?

1